[1]
11
Properties=species:S:1:pos:R:3:forces:R:3 method="wB97M-V/def2-TZVPD" relative_energy_kcal_mol=81.6 multiplicity=1 gap_ev=8.14 total_charge=0
C -2.167 0.038 -0.208 -2.243 -1.601 0.696
C 1.122 -0.359 0.293 2.479 -2.082 0.158
C 2.354 0.397 0.089 1.122 0.927 1.007
H -2.153 1.004 -0.634 0.745 1.104 -0.439
H -2.646 0.085 0.786 -0.015 0.148 -0.416
H -2.802 -0.584 -0.871 0.316 0.207 0.449
H 1.138 -1.482 0.503 0.001 1.569 -0.468
H 2.188 1.517 0.251 0.388 -1.463 -0.610
N 0.072 0.266 0.042 -1.434 0.131 -0.434
O -0.953 -0.635 -0.062 0.218 0.448 -0.148
S 3.846 -0.247 -0.188 -1.577 0.611 0.204


[2]
23
Properties=species:S:1:pos:R:3:forces:R:3 method="wB97M-V/def2-TZVPD" relative_energy_kcal_mol=72.9 multiplicity=1 gap_ev=9.53 total_charge=0
C -0.147 -0.178 -2.503 -1.146 0.854 2.617
C -1.646 -0.638 -2.302 1.201 1.832 -1.269
H -0.131 0.990 -2.471 0.258 -2.144 0.271
H 0.391 -0.676 -1.617 0.006 1.205 -1.673
H 0.191 -0.443 -3.478 0.595 -0.552 -0.481
H -2.001 -0.701 -3.327 -1.097 1.187 -0.074
H -2.122 0.088 -1.573 -0.057 -1.355 -1.403
H -1.749 -1.676 -2.128 0.174 -1.039 1.506
C -0.581 2.359 0.581 -0.490 -0.244 3.823
C -0.911 -0.269 0.709 3.950 4.557 0.120
C -0.020 0.943 0.757 -0.954 0.587 -1.579
C -0.282 -1.415 1.090 -3.301 -1.624 0.371
C 1.359 0.834 0.672 -2.956 -3.595 1.086
C 1.072 -1.541 1.409 0.785 1.681 -1.649
C 1.840 -0.466 0.895 2.078 0.322 0.987
H -1.894 -0.157 0.274 -0.099 -0.302 0.769
H -1.167 -2.123 1.106 2.064 -0.606 0.590
H 0.103 3.120 0.169 -0.549 -0.763 -0.613
H -0.741 2.856 1.728 -0.151 -1.497 -2.988
H 2.021 1.631 0.643 0.955 1.447 -0.469
H 1.567 -2.331 1.954 -0.276 -0.442 -0.508
H 2.951 -0.421 0.764 -0.841 -1.119 0.741
H -1.530 2.078 0.112 -0.150 1.609 -0.175


[3]
84
Properties=species:S:1:pos:R:3:forces:R:3 method="wB97M-V/def2-TZVPD" relative_energy_kcal_mol=294.4 multiplicity=1 gap_ev=10.59 total_charge=0
C 35.237 13.746 27.177 -3.232 0.753 -2.930
O 35.405 13.561 28.515 0.541 -1.184 3.566
C 34.720 12.608 29.173 -5.423 -0.765 -3.492
O 33.683 12.105 28.626 3.217 0.913 1.533
O 35.054 12.367 30.399 2.705 1.171 -0.822
C 34.189 11.775 31.303 -2.141 8.338 3.309
H 36.025 14.342 26.879 1.538 1.430 -0.613
H 34.260 14.179 26.710 1.145 0.052 1.963
H 35.222 12.910 26.538 0.729 -1.897 -0.015
H 33.103 12.058 31.078 1.516 -0.135 0.444
H 34.569 12.272 32.403 -1.388 -1.559 -3.045
H 34.215 10.827 31.360 0.732 -7.026 0.135
C 33.580 20.030 24.727 1.207 1.469 -1.466
O 34.262 18.868 25.261 -3.366 -1.458 1.302
C 35.418 18.464 24.854 3.396 0.906 -1.091
O 36.067 19.103 24.052 0.106 -0.490 -0.338
O 35.925 17.372 25.504 -0.653 0.357 0.091
C 37.284 16.810 25.222 -2.235 -1.707 2.640
H 33.169 20.092 23.681 0.734 -1.570 0.559
H 34.420 20.732 24.650 -0.696 0.607 0.417
H 32.691 20.378 25.283 1.079 -0.717 0.747
H 37.730 17.246 24.400 0.854 1.210 -1.611
H 37.007 15.720 24.965 0.902 1.625 0.638
H 37.924 16.916 26.193 -1.315 -0.262 -1.884
C 28.826 13.702 27.404 -3.005 4.915 5.761
O 29.711 13.698 28.528 1.506 -1.736 3.203
C 30.688 14.620 28.612 -1.502 3.144 -2.137
O 30.743 15.484 27.731 0.978 -1.291 1.384
O 31.428 14.729 29.775 -4.725 -4.064 -2.885
C 32.444 15.615 29.812 2.653 1.395 1.420
H 28.267 14.706 27.549 0.531 -1.812 -0.993
H 28.232 12.889 27.216 -1.623 -2.379 1.219
H 29.417 13.687 26.681 4.829 0.862 -6.996
H 33.225 15.573 28.988 -1.275 0.005 0.680
H 32.858 15.093 30.727 0.862 2.019 -0.515
H 32.046 16.669 29.976 0.863 -1.231 -0.174
C 35.970 6.501 23.844 -1.682 -0.872 -1.375
O 36.416 7.166 25.031 1.087 -0.168 0.645
C 35.614 7.631 26.004 -5.966 -1.868 -5.933
O 34.403 7.664 25.884 -1.039 -0.577 -0.968
O 36.123 8.098 26.986 5.315 4.005 7.463
C 35.328 8.883 28.032 7.777 1.292 -0.697
H 36.857 6.011 23.425 -0.192 -0.929 1.038
H 35.896 7.173 22.962 -0.964 0.536 1.014
H 34.964 5.800 23.886 2.836 1.925 0.370
H 34.607 8.331 28.328 -4.074 -4.640 3.136
H 34.779 9.600 27.648 -2.134 3.845 -3.214
H 36.016 9.504 28.772 -0.985 -2.414 -1.461
C 33.691 10.860 24.947 0.253 4.005 1.680
O 32.737 11.742 24.293 -1.608 1.155 -0.964
C 31.507 11.316 23.912 -1.461 -0.031 0.324
O 31.246 10.167 23.689 -0.272 0.602 0.015
O 30.482 12.386 23.859 2.334 -1.776 0.321
C 29.083 12.094 23.570 -0.724 -0.442 -1.676
H 33.211 10.057 25.347 -1.561 -2.247 1.336
H 34.035 11.613 25.809 -0.294 -2.233 -1.853
H 34.481 10.452 24.358 0.504 0.423 -0.935
H 28.620 13.121 23.409 0.678 -1.365 0.392
H 28.503 11.522 24.337 0.990 0.627 -0.059
H 28.874 11.488 22.594 0.977 1.079 1.510
C 29.389 11.857 31.471 -6.209 4.798 0.663
O 29.651 12.099 32.777 1.231 0.269 6.748
C 30.646 11.360 33.523 -1.479 0.458 -4.770
O 31.354 10.642 32.861 0.546 -0.275 0.852
O 30.702 11.573 34.811 -1.351 0.521 -0.690
C 31.820 10.995 35.443 0.087 3.130 2.324
H 28.745 12.887 31.073 2.350 -2.879 0.871
H 28.705 11.097 31.338 -1.432 -1.949 -0.220
H 30.216 11.674 31.039 5.768 -0.977 -4.078
H 32.700 11.600 35.229 -0.032 0.411 0.453
H 32.100 10.086 35.160 0.360 -4.026 -1.794
H 31.570 10.912 36.512 0.230 0.547 -0.404
C 31.009 10.156 27.857 2.358 -1.126 -5.732
O 30.266 9.009 27.382 0.975 0.454 -0.731
C 29.097 9.220 26.829 -3.717 -0.022 0.266
O 28.291 10.096 27.172 1.939 -1.257 -1.352
O 28.750 8.161 25.968 0.404 1.310 0.483
C 27.566 8.371 25.150 -0.762 -2.483 2.547
H 30.786 10.471 28.712 -3.440 2.256 7.224
H 31.042 11.117 27.267 -0.163 -1.565 -0.341
H 31.998 9.824 28.137 0.599 -0.476 -1.137
H 27.260 7.555 24.505 1.039 -1.106 0.409
H 27.701 9.087 24.476 0.843 3.648 -2.385
H 26.662 8.530 25.715 0.018 0.516 0.678


[4]
15
Properties=species:S:1:pos:R:3:forces:R:3 method="wB97M-V/def2-TZVPD" relative_energy_kcal_mol=71.6 multiplicity=1 gap_ev=5.46 total_charge=-2
C -1.568 1.034 -0.266 0.373 0.242 -0.035
C 0.556 -1.033 -0.401 0.047 1.717 1.421
C -1.709 -0.309 0.460 -0.607 -2.732 -1.841
O 3.299 -0.969 -0.617 -2.151 0.098 -0.128
O 2.245 1.368 -0.262 -0.957 0.757 -0.902
O 2.164 -0.246 1.646 -0.002 -0.328 0.555
O -2.598 -1.188 0.102 1.674 2.516 0.785
P 1.933 -0.027 0.177 1.043 -2.644 -0.375
H -0.679 1.634 0.115 -1.423 -0.464 0.138
H -1.273 0.963 -1.340 -0.597 -0.501 0.622
H -2.602 1.498 -0.222 1.179 0.112 0.061
H 0.692 -2.099 -0.377 0.272 -0.374 0.423
H 0.154 -0.735 -1.314 -0.584 0.534 -1.770
H -1.166 -0.485 1.389 -0.112 0.497 0.152
H 3.929 -0.549 -0.073 1.843 0.570 0.892


[5]
50
Properties=species:S:1:pos:R:3:forces:R:3 method="wB97M-V/def2-TZVPD" s_squared=12.02 relative_energy_kcal_mol=0.0 multiplicity=7 gap_ev="2.25 / 2.25" total_charge=-2
Eu 0.069 0.539 0.510 -0.342 -1.907 -2.365
C 2.337 1.161 1.805 0.195 -0.031 0.902
C 2.848 0.305 0.791 0.344 -0.122 -0.063
C 2.748 0.993 -0.447 0.122 -0.049 -0.105
H 3.255 -0.715 0.936 -0.474 0.823 -0.128
C 2.158 2.260 -0.198 0.084 0.445 -0.282
C 1.907 2.361 1.193 0.173 0.590 0.272
H 1.447 3.218 1.713 0.329 -0.551 -0.361
H 2.265 0.954 2.900 0.110 0.058 -1.122
H 3.082 0.621 -1.437 -0.461 0.208 0.872
H 1.961 3.058 -0.941 0.049 -0.796 0.510
C -2.463 1.011 1.393 0.016 0.661 -0.542
C -1.646 2.129 1.778 -0.467 0.148 -0.913
C -1.355 2.893 0.593 -1.121 -1.280 0.003
H -1.281 2.364 2.774 -0.109 -0.115 -0.101
C -2.004 2.247 -0.516 0.038 -0.155 1.158
C -2.686 1.085 -0.026 0.690 1.016 0.811
H -3.277 0.410 -0.631 0.213 -0.047 0.094
H -2.854 0.243 2.060 0.204 0.254 -0.249
H -0.771 3.794 0.534 0.146 0.122 0.024
H -2.012 2.619 -1.539 0.141 -0.289 0.256
O 0.125 -0.918 -1.100 -0.118 1.748 -0.541
C -0.170 0.192 -3.848 0.272 -0.461 -0.159
C 0.497 -1.168 -3.728 -1.103 1.708 0.542
C 0.688 1.446 -3.683 -0.763 -0.810 0.001
C -1.697 0.222 -3.857 1.140 -0.019 0.352
C 0.567 -1.636 -2.199 0.991 -1.528 0.352
H 1.498 -1.157 -4.199 0.200 0.160 0.554
H -0.004 -1.960 -4.344 -0.208 0.247 0.557
H 0.067 -2.601 -2.114 -0.423 -0.603 -0.349
H 1.623 -1.922 -2.007 0.248 0.164 -0.097
H 0.851 1.955 -4.713 0.274 0.175 1.282
H 1.674 1.204 -3.181 -0.779 0.249 -0.865
H 0.202 2.159 -2.945 0.343 -0.108 -0.875
H -2.087 0.140 -4.946 -0.414 0.313 1.192
H -2.073 1.143 -3.301 0.089 -0.730 -1.020
H -2.107 -0.644 -3.251 0.178 0.633 -0.731
C 0.726 -2.875 3.767 -0.145 -0.406 0.217
C -0.392 -2.544 2.762 0.459 0.114 0.229
C -1.655 -2.046 3.480 -0.114 -0.354 0.100
C 0.144 -1.570 1.790 -0.503 1.310 -0.912
H 1.049 -1.967 4.304 -0.187 -0.218 -0.129
H 1.614 -3.282 3.258 -0.340 0.162 0.047
H 0.375 -3.615 4.489 0.123 -0.166 0.421
H -0.633 -3.462 2.196 -0.131 0.122 0.343
H -1.548 -1.049 3.937 0.247 -0.236 -0.220
H -2.497 -1.994 2.779 0.192 0.035 0.053
H -1.919 -2.750 4.274 -0.232 -0.046 0.230
H 0.539 -2.008 0.860 0.259 0.249 0.545
H 0.814 -0.843 2.279 0.563 -0.691 0.213